## one
ORCA calculation (wB97M-V/def2-TZVPD) on one molecule with the formula ClH2NO2S.

Positions of all 7 atoms, in Å:
N: 0.050 0.139 0.545
O: -1.810 -1.460 -0.868
O: -1.080 -0.267 1.242
S: -2.409 -0.930 0.309
Cl: -3.305 0.991 -0.109
H: -0.148 1.023 0.009
H: 0.090 -0.473 -0.179

Calculated values
Kohn-Sham gap: 10.17 eV

---

## two
ORCA calculation (wB97M-V/def2-TZVPD) on one molecule with the formula ClH2NO2S.

Positions of all 7 atoms, in Å:
N: -0.989 0.106 0.040
O: 0.831 -1.358 -1.176
O: 1.156 -0.503 1.396
S: 0.610 -0.270 0.072
Cl: 1.533 1.504 -0.413
H: -1.584 -0.191 -0.728
H: -1.558 0.712 0.809

Calculated values
SMILES string: NS(=O)(=O)Cl
Kohn-Sham gap: 10.71 eV

---

The energy of each structure relative to the most stable one, in kJ/mol, is as follows: one 28.6; two 0.0.

---

## one
ORCA calculation (wB97M-V/def2-TZVPD) on C2H3O4S2 as an isolated structure.

Positions of all 11 atoms, in Å:
C: -0.038 -0.444 -0.860
C: -1.789 -0.144 0.114
O: 2.045 -1.839 -0.428
O: 2.123 1.262 -1.121
O: 0.344 2.097 0.450
O: 1.521 0.002 1.082
S: 1.011 0.992 -0.238
S: 0.926 -1.337 0.379
H: -2.416 -1.186 -0.067
H: -2.282 0.701 -0.380
H: -1.446 -0.104 1.069

Calculated values
Total charge: -1
Kohn-Sham gap: 8.04 eV

---

## two
ORCA calculation (wB97M-V/def2-TZVPD) on a 2-piece molecular cluster, C2H3O4S2 overall.

Positions of all 11 atoms, in Å:
C: -1.870 0.846 -1.467
C: 0.377 -0.269 -0.535
O: -1.296 1.614 -2.121
O: -2.504 0.186 -0.781
O: 0.128 -1.513 -0.906
O: 1.513 0.263 -1.251
S: 1.451 -0.382 2.932
S: 0.116 0.241 1.006
H: -0.374 -1.977 -0.138
H: 1.828 0.710 -0.460
H: 0.632 0.282 3.722

Calculated values
Total charge: -1
Kohn-Sham gap: 5.86 eV

---

The energy of each structure relative to the most stable one, in kJ/mol, is as follows: one 339.9; two 0.0.